Entry 1:
{
  "formula": "C12H38O13",
  "method": "wB97M-V/def2-TZVPD",
  "elements": ["O", "H", "H", "C", "C", "O", "O", "H", "H", "H", "H", "H", "H", "C", "C", "O", "O", "H", "H", "H", "H", "H", "H", "C", "C", "O", "O", "H", "H", "H", "H", "H", "H", "C", "C", "O", "O", "H", "H", "H", "H", "H", "H", "C", "C", "O", "O", "H", "H", "H", "H", "H", "H", "C", "C", "O", "O", "H", "H", "H", "H", "H", "H"],
  "xyz": [[20.7924, -4.4622, 8.1091], [20.2067, -4.1281, 8.8051], [20.2239, -4.3190, 7.3990], [23.4749, -2.5244, 8.5722], [24.1437, -3.7894, 9.2510], [23.3155, -4.9064, 9.2029], [24.2773, -1.3551, 8.5919], [22.5057, -2.3689, 8.9091], [23.4624, -2.8068, 7.5334], [24.5581, -3.5625, 10.2644], [25.0365, -4.0257, 8.6463], [22.4789, -4.6197, 8.8279], [24.0038, -0.8670, 9.4191], [20.4401, -3.0223, 3.2485], [19.8473, -3.7790, 4.3879], [20.0800, -3.0757, 5.5448], [19.4766, -2.0675, 2.8908], [20.5946, -3.6997, 2.3933], [21.3879, -2.4802, 3.4305], [20.3622, -4.7359, 4.5511], [18.7707, -3.9105, 4.3075], [19.4932, -2.3419, 5.5097], [19.3375, -1.4326, 3.6649], [16.7889, -5.6702, 6.8667], [16.6177, -5.7383, 5.4097], [15.4294, -6.4663, 5.1297], [18.1823, -5.2469, 6.8821], [16.7057, -6.5985, 7.5113], [16.0876, -5.1543, 7.3871], [17.2953, -6.3803, 4.8650], [16.4192, -4.7305, 4.9650], [15.2847, -7.1329, 5.7840], [18.1727, -4.2635, 6.9607], [19.3745, -6.7245, 10.2480], [18.1532, -5.8384, 10.2345], [17.8767, -5.1935, 11.5572], [19.7211, -6.8904, 8.9035], [19.0935, -7.5340, 10.9074], [20.1219, -6.1962, 10.8411], [17.3121, -6.4970, 10.1506], [18.1725, -5.0939, 9.4126], [16.9995, -4.7516, 11.6667], [20.1440, -6.1131, 8.5789], [20.0124, -7.8677, 5.5673], [20.5297, -9.0612, 6.3214], [19.4370, -9.2808, 7.2284], [20.7242, -7.6711, 4.3322], [20.1173, -7.0017, 6.1994], [18.9918, -7.9586, 5.1402], [21.4552, -8.7786, 6.8492], [20.5637, -9.9693, 5.6509], [19.1865, -8.4815, 7.5976], [20.0881, -7.3605, 3.6953], [20.0914, -1.1927, 11.6914], [20.4714, -2.5833, 11.2490], [19.7379, -2.9307, 10.0600], [21.0155, -0.3196, 11.0597], [20.1186, -0.9823, 12.7579], [19.1116, -1.0421, 11.4013], [20.4552, -3.4164, 11.8871], [21.5096, -2.6815, 10.8412], [18.8462, -2.5931, 10.0478], [20.7587, -0.2666, 10.1113]],
  "atomic_forces_ev_per_a": [[0.7, -0.5, 1.9], [0.5, 0.4, 0.8], [-0.9, 0.3, -2.9], [2.9, -1.7, -0.6], [1.2, 1.5, -0.4], [-0.3, -0.1, 0.5], [-0.8, 0.8, 2.0], [-1.9, 0.4, 0.8], [-0.5, -0.1, -0.6], [-0.7, -0.1, -0.4], [-0.1, 0.3, 0.2], [-0.4, -0.3, -0.2], [0.7, -0.6, -1.3], [0.0, -0.2, -1.0], [1.4, -1.8, -0.1], [0.4, 0.5, 2.4], [-1.0, 2.3, 0.7], [-0.2, 0.4, 0.1], [-0.2, -0.8, 0.5], [-0.3, 0.0, -0.3], [0.0, -0.4, -0.8], [-0.6, 1.2, 0.4], [0.5, -1.2, -1.8], [3.9, -2.5, -0.2], [-2.9, -1.3, -1.2], [-1.8, 0.6, -1.0], [-0.5, 1.9, 1.6], [0.6, 0.1, -1.5], [-1.8, 2.9, 1.1], [1.5, 0.9, 0.3], [0.8, -0.7, 0.3], [0.0, -0.6, 0.6], [0.1, -1.0, -0.2], [-0.2, 2.6, 1.1], [-2.0, 1.4, 1.5], [0.5, 0.2, -0.5], [-0.6, -3.0, 0.7], [0.4, -1.3, -0.9], [0.6, 0.1, -0.2], [-0.7, -0.3, -0.9], [0.1, -0.4, 0.6], [1.0, -0.9, -0.8], [0.8, 1.3, -0.4], [0.1, 0.2, -2.6], [-1.9, -0.2, -0.3], [1.1, -3.5, -0.8], [1.1, 0.2, 0.2], [-0.2, 0.5, 0.2], [0.0, -0.4, 1.6], [-0.1, -0.6, -0.3], [0.5, 1.0, 0.9], [-0.5, 2.6, 1.5], [-0.1, 0.1, -0.3], [2.8, -0.7, 0.5], [1.1, -0.6, -1.8], [-0.1, -0.1, -0.6], [-0.7, 0.9, -1.0], [0.4, -0.3, 0.1], [-2.3, 0.7, -0.7], [-0.9, -0.8, 1.6], [-0.5, 0.9, 0.7], [-0.4, 0.1, 0.5], [0.4, 0.0, 0.9]],
  "mulliken_charge": [-0.65, 0.50, 0.01, -0.24, -0.38, -0.47, -0.59, 0.11, 0.32, 0.26, 0.30, 0.36, 0.34, -0.49, 0.05, -0.45, -0.53, 0.31, 0.27, 0.07, 0.25, 0.23, 0.30, -0.99, 0.14, -0.61, -0.03, 0.39, 0.57, 0.07, 0.18, 0.32, 0.15, -0.63, 0.14, -0.62, -0.27, 0.45, 0.24, 0.36, -0.10, 0.31, 0.31, 0.22, -0.29, -0.57, -0.60, -0.04, 0.07, 0.25, 0.28, 0.32, 0.33, -0.59, -0.18, -0.44, -0.54, 0.37, 0.31, 0.28, 0.15, 0.13, 0.32],
  "total_charge": 0,
  "homo_energy_ev": -9.636,
  "smiles": "OCCO.OCCO.OCCO.OCCO.OCCO.OCCO.O"
}

Entry 2:
{
  "formula": "C12H38O7",
  "method": "wB97M-V/def2-TZVPD",
  "elements": ["O", "H", "H", "C", "C", "O", "H", "H", "H", "H", "H", "H", "C", "C", "O", "H", "H", "H", "H", "H", "H", "C", "C", "O", "H", "H", "H", "H", "H", "H", "C", "C", "O", "H", "H", "H", "H", "H", "H", "C", "C", "O", "H", "H", "H", "H", "H", "H", "C", "C", "O", "H", "H", "H", "H", "H", "H"],
  "xyz": [[3.0937, 2.0107, -1.0705], [3.7822, 1.8713, -0.4203], [3.5619, 2.0986, -1.9007], [0.0021, 0.9414, -3.3050], [0.5057, -0.3177, -3.9581], [-0.5059, -1.3494, -4.2245], [0.6930, 1.7824, -3.2466], [-0.2921, 0.7481, -2.2734], [-0.8777, 1.3479, -3.8039], [1.4001, -0.7299, -3.4909], [0.8749, -0.0561, -4.9497], [-1.1450, -0.9904, -4.8444], [-3.1838, 1.3873, 1.7564], [-3.1682, 1.7442, 0.2724], [-1.7879, 1.9657, 0.0303], [-4.1481, 0.9049, 1.9159], [-3.2436, 2.1772, 2.5052], [-2.4658, 0.6085, 2.0132], [-3.7742, 2.6499, 0.2445], [-3.5782, 0.8847, -0.2579], [-1.4516, 2.8188, 0.3142], [-0.0541, -1.5131, 3.9829], [-0.3561, -0.4190, 2.9935], [0.9428, -0.1307, 2.4440], [0.3932, -2.4333, 3.6071], [-0.9737, -1.7481, 4.5189], [0.6479, -1.1736, 4.7444], [-0.8392, 0.3318, 3.6188], [-1.0605, -0.7969, 2.2525], [0.8341, 0.1782, 1.5416], [1.7282, 0.1194, 0.3456], [0.4000, 0.8577, 0.1000], [-0.6153, 0.1643, 0.8504], [1.5698, -0.9115, 0.0290], [2.1562, 0.1335, 1.3479], [2.4755, 0.6399, -0.2534], [0.0662, 0.7945, -0.9357], [0.3547, 1.8923, 0.4399], [-1.4300, 0.6568, 0.7261], [2.6904, -1.7817, 2.1357], [4.2149, -2.0324, 1.8927], [4.4802, -2.4223, 0.5896], [2.5008, -1.4813, 3.1662], [2.1134, -2.6726, 1.8879], [2.2425, -1.0176, 1.5004], [4.5821, -2.8792, 2.4725], [4.9027, -1.2268, 2.1495], [4.9875, -1.7385, 0.1461], [-2.8705, -0.7065, -2.9808], [-2.4493, -0.2147, -1.6368], [-2.4135, 1.2252, -1.6939], [-2.5942, -1.7429, -3.1749], [-2.3194, -0.2241, -3.7881], [-3.9168, -0.5302, -3.2305], [-1.4730, -0.6842, -1.5162], [-3.0288, -0.5295, -0.7690], [-2.1803, 1.5188, -0.8101]],
  "atomic_forces_ev_per_a": [[0.4, 1.0, -0.6], [0.3, 0.1, 0.2], [0.1, 0.1, -0.3], [-0.6, 0.0, 0.6], [0.0, 0.0, -2.1], [1.6, 0.3, 0.9], [0.6, -0.3, -0.3], [-0.2, 0.1, -1.1], [0.0, -0.2, -0.1], [-0.5, -0.5, 0.5], [0.2, 0.2, -0.2], [0.2, 0.1, -0.1], [-2.0, -1.1, 0.7], [-3.1, 1.2, 6.6], [2.1, 6.2, 7.5], [-0.3, -0.3, 0.1], [0.8, 0.3, -0.3], [-0.1, 0.4, 0.3], [0.1, -0.1, -1.1], [0.1, 1.0, 0.4], [-0.2, 0.4, 0.1], [-0.3, -0.5, 1.3], [1.5, -2.2, 1.8], [-3.8, 1.0, 3.9], [-0.3, 0.1, -0.5], [-0.1, -0.3, 0.1], [0.1, 0.2, 0.1], [0.2, 0.9, -0.5], [0.3, -0.2, 0.8], [-1.0, -0.2, 2.6], [1.0, 1.9, -3.9], [-0.8, -0.4, -0.2], [0.0, -0.2, -3.0], [0.2, 0.2, -0.2], [0.4, 1.8, -1.7], [-0.8, -1.1, -0.3], [1.0, 0.3, 0.6], [0.8, 0.2, -0.1], [1.0, -0.5, 0.1], [2.1, -0.8, 0.1], [-0.8, -0.5, 1.2], [0.2, -0.1, -2.1], [0.3, -0.3, -0.1], [0.2, -0.4, 0.2], [2.0, -2.9, 1.4], [-0.3, 0.0, 0.6], [-0.4, 0.6, 0.3], [-0.1, -0.1, -0.1], [-1.1, -0.6, -1.2], [0.7, 1.2, -1.6], [-1.5, -4.7, -7.3], [-0.4, -0.2, 0.5], [-0.2, 0.6, 0.7], [-0.2, -0.1, 0.3], [0.4, 0.3, 0.5], [-0.5, -0.6, -0.2], [1.0, -1.4, -6.3]],
  "mulliken_charge": [-0.62, 0.32, 0.28, -0.62, -0.59, -0.55, 0.47, 0.73, 0.37, 0.33, 0.35, 0.39, -0.67, -0.62, -0.45, 0.42, 0.32, -0.20, 0.27, 0.42, 0.27, -1.64, 0.28, -0.62, 0.28, 0.45, 0.38, 0.13, 0.04, 0.80, -2.10, -0.19, -0.82, 0.29, 0.81, 0.93, -0.68, 0.12, 0.97, -0.13, -0.70, -0.52, 0.29, 0.33, -0.21, 0.31, 0.36, 0.30, -1.64, 0.01, -0.78, 0.41, -0.05, 0.41, 0.01, 0.54, 1.00],
  "total_charge": 0,
  "homo_energy_ev": -8.825
}